1.
Computed, not measured: C29H29N3O4 in the gas phase at a distorted geometry, with ωB97M-V/def2-TZVPD.

```
65
Properties=species:S:1:pos:R:3:forces:R:3
C -0.38961 -7.51450 -0.70173 -0.18 0.18 -0.09
C -1.71916 -7.44757 -0.27790 -0.10 0.07 -0.16
C -2.45058 -6.26781 -0.44268 0.38 0.33 0.01
C -1.83391 -5.13290 -0.98602 -0.08 -0.64 -0.05
C -2.51622 -3.80253 -0.95973 0.26 0.41 0.02
O -1.55648 -2.87992 -0.36042 -0.75 -0.35 -0.44
C -1.86743 -1.58406 -0.62433 1.40 1.58 0.88
N -0.80421 -0.74561 -0.16042 -2.70 -3.31 -1.14
N -0.78289 0.46516 -0.73693 0.16 3.56 0.42
C -1.31196 1.39388 0.12356 0.50 -1.32 -1.29
O -1.80394 1.21795 1.23579 0.23 0.39 0.08
O -1.20644 2.61805 -0.47617 -0.13 0.45 0.90
C -1.42455 3.72430 0.42752 0.08 -0.30 -0.58
C -1.41127 4.91204 -0.48856 -0.08 0.20 -0.20
C -0.19238 5.42691 -0.94227 -0.42 0.20 -0.07
C -0.17795 6.42039 -1.92392 -0.12 -0.14 0.01
C -1.38078 6.88728 -2.47144 0.05 -0.16 0.22
C -2.59765 6.37460 -2.00843 0.00 -0.07 0.00
C -2.61437 5.38582 -1.02275 0.47 0.10 0.04
O -2.87833 -1.19554 -1.17233 1.03 -0.55 0.37
C -0.55415 -5.24668 -1.54267 -0.02 -0.22 0.22
C 0.17503 -6.42597 -1.37392 -0.21 0.18 -0.06
H 0.19603 -8.41831 -0.53798 -0.17 0.19 -0.06
H -2.20047 -8.31149 0.18128 0.19 0.19 -0.11
H -3.50234 -6.18775 -0.14943 0.44 -0.15 0.14
H -2.75584 -3.43476 -1.96540 -0.01 -0.06 0.25
H -3.42776 -3.78661 -0.34947 0.17 -0.17 -0.23
H -2.38848 3.59071 0.93030 0.30 0.11 0.08
H -0.59591 3.76217 1.15638 -0.39 -0.02 -0.08
H 0.73278 5.01861 -0.52850 -0.20 0.19 -0.16
H 0.77874 6.80697 -2.27812 -0.29 -0.04 0.05
H -1.36639 7.63975 -3.26427 -0.01 -0.23 0.31
H -3.54490 6.72228 -2.42833 0.35 -0.05 0.09
H -3.54323 4.94010 -0.66072 0.18 0.23 -0.21
H -0.13865 -4.40277 -2.10314 -0.03 -0.26 0.38
H 1.18729 -6.48122 -1.77264 -0.22 -0.09 0.10
C 4.01836 1.07104 -1.28571 0.38 -0.04 -0.04
C 3.10395 0.40048 -2.32322 -0.22 -0.01 -0.18
C 1.94761 -0.23827 -1.55614 0.07 -0.34 -0.10
N 2.09588 0.23571 -0.16215 -0.72 -1.10 1.13
C 1.28523 -0.13987 0.80600 0.47 0.88 -1.14
C 0.29373 -1.24006 0.62951 -1.52 -0.68 0.04
C -0.21811 -1.57329 2.05948 0.42 -0.73 0.01
C 0.38931 -0.51779 2.92103 0.31 0.46 -0.31
C 1.22133 0.34408 2.16136 0.02 0.06 0.96
C 1.80937 1.47144 2.76951 -0.02 -0.18 0.08
C 1.64050 1.65763 4.13890 -0.10 -0.07 -0.27
C 0.86754 0.75949 4.89663 0.08 -0.37 -0.43
C 0.23372 -0.33153 4.28922 0.10 0.30 0.12
C 3.29635 1.02916 0.06503 0.24 0.74 -0.12
H 4.96883 0.53532 -1.21070 -0.10 0.13 -0.03
H 4.23735 2.10666 -1.55576 0.05 -0.19 -0.01
H 2.69997 1.12994 -3.03097 0.15 -0.08 0.12
H 3.62459 -0.36987 -2.89706 0.05 0.24 0.04
H 0.96445 0.07323 -1.93164 -0.01 0.08 0.41
H 1.98980 -1.33934 -1.59678 0.02 0.32 0.25
H 0.72900 -2.12453 0.14618 0.28 0.04 0.16
H -1.32006 -1.61307 2.10437 0.55 0.25 -0.09
H 0.15759 -2.56439 2.34944 -0.11 0.11 0.08
H 2.35833 2.19685 2.16713 -0.10 -0.27 0.47
H 2.12199 2.50465 4.62383 -0.19 -0.16 -0.09
H 0.77845 0.90208 5.97121 -0.03 0.03 -0.21
H -0.37887 -1.03303 4.86498 0.22 0.37 -0.17
H 3.91902 0.58244 0.85444 -0.34 0.03 -0.15
H 3.03317 2.04386 0.38765 -0.03 -0.27 -0.18
```
Forces are in eV/Å.

Summary:
energy above the lowest of the compared OMol25 structures with the same formula, charge and spin = 2.696 eV
strongest force on any atom = 0.0859 hartree/bohr
gap between HOMO and LUMO = 6.06 eV
electronic energy = -1587.65066 a.u.
E_HOMO = -7.1 eV

=====

2.
Computed, not measured: C29H29N3O5 in the gas phase at a distorted geometry, with ωB97M-V/def2-TZVPD.

```
66
Properties=species:S:1:pos:R:3:forces:R:3
C 2.22132 -2.33199 5.12396 0.08 0.13 0.02
H 3.30885 -2.44334 5.21608 -0.04 0.01 0.00
O 1.61357 -3.55680 4.79655 -0.17 -0.21 -0.05
C 2.01173 -4.06645 3.54548 0.02 -0.14 0.09
C 1.34498 -3.40260 2.37315 -0.15 0.14 0.23
C 0.20421 -2.72823 2.47850 0.32 -0.12 0.23
C -0.50870 -2.11198 1.36270 0.00 -0.31 -0.68
C -0.58179 -2.73023 0.14937 0.03 0.10 0.28
C -1.28695 -2.16316 -0.95343 -0.12 0.09 -0.39
C -1.28582 -2.68214 -2.22496 0.19 -0.45 0.39
C -1.91086 -2.01984 -3.31845 -0.15 0.39 0.01
O -2.08926 -2.46785 -4.43314 -0.02 0.06 -0.02
C -2.27594 -0.51987 -3.01034 -0.63 0.07 -0.89
C -2.96257 -0.45401 -1.65689 -0.09 -0.09 0.31
O -4.10541 -0.11197 -1.48352 0.17 -0.06 -0.09
C -2.07821 -1.01136 -0.60894 -0.05 -0.07 0.65
C -2.00077 -0.45525 0.62146 -0.03 -0.11 -0.56
N -1.16268 -0.92070 1.58207 -0.14 -0.38 -0.12
C -0.83537 -0.05420 2.70706 -0.16 0.53 0.31
C -0.28265 1.28663 2.21017 0.34 -0.20 0.27
C 0.13710 2.13903 3.40440 -0.26 0.13 -0.12
C -1.04589 2.35898 4.34332 0.25 -0.13 0.20
C -1.61011 1.02395 4.82095 -0.21 0.20 -0.17
C -2.03389 0.16485 3.63208 0.31 -0.20 0.21
H -2.83648 0.66735 3.09066 -0.08 0.00 -0.08
H -2.41421 -0.79868 3.97889 -0.05 -0.02 -0.07
H -2.46792 1.19427 5.47319 0.03 -0.06 0.07
H -0.85019 0.49401 5.40085 0.02 -0.04 0.08
H -0.73255 2.95571 5.20169 -0.06 0.08 -0.01
H -1.82476 2.91351 3.81648 -0.06 0.08 -0.01
H 0.51216 3.10102 3.05168 0.10 0.00 0.01
H 0.94551 1.64177 3.94763 0.08 0.01 0.02
H -1.03787 1.82061 1.63334 -0.06 0.01 -0.11
H 0.56504 1.10919 1.54442 -0.08 0.00 -0.07
H -0.04228 -0.54745 3.27695 -0.11 0.04 -0.10
H -2.58291 0.42296 0.84730 0.01 0.12 0.07
C -3.08519 0.12621 -4.11909 0.31 -0.14 0.24
H -3.13501 1.20187 -3.96437 -0.07 0.06 0.06
H -2.63090 -0.09490 -5.08148 0.00 -0.03 0.00
H -4.09251 -0.28058 -4.09640 -0.05 0.01 -0.04
O -0.95734 0.08482 -2.92646 0.05 -0.13 -0.17
C -0.79628 1.13167 -2.13272 -0.10 0.50 0.34
O -1.65439 1.64111 -1.45722 0.21 0.09 -0.25
C 0.62449 1.60004 -2.16447 0.47 0.20 0.27
N 1.15190 1.98069 -1.02651 -0.62 -0.10 -0.16
C 2.42300 2.42803 -1.05138 0.41 -0.02 -0.53
C 3.03906 2.86222 0.13990 0.21 0.09 0.03
C 4.32741 3.31779 0.10763 -0.26 -0.06 0.22
C 5.05050 3.35426 -1.09831 0.04 -0.05 -0.33
C 4.48226 2.93786 -2.27026 0.15 0.09 0.17
C 3.15485 2.46685 -2.27302 -0.29 -0.02 0.58
N 2.58736 2.05527 -3.42696 0.03 0.02 -0.38
C 1.35553 1.63619 -3.37853 0.06 -0.06 0.05
H 0.90422 1.31041 -4.30487 -0.10 -0.06 -0.05
H 5.01696 2.96039 -3.20665 0.05 0.00 -0.10
H 6.06660 3.71963 -1.08948 0.08 0.02 -0.03
H 4.80372 3.65781 1.01529 0.01 0.02 0.08
H 2.46517 2.83330 1.05297 -0.07 -0.01 0.11
H -0.80677 -3.62728 -2.42765 0.10 -0.10 -0.02
H -0.08083 -3.67519 0.01270 0.01 -0.12 0.08
H -0.26059 -2.65454 3.45371 0.02 0.03 0.12
H 1.85348 -3.50476 1.42536 0.00 0.05 -0.21
H 3.10505 -4.00265 3.43560 -0.10 -0.03 0.00
H 1.73578 -5.12774 3.55856 0.14 0.08 -0.05
H 1.80830 -2.02889 6.08400 0.05 0.07 -0.01
H 2.01389 -1.55928 4.37413 0.00 0.00 0.04
```
Forces are in eV/Å.

Summary:
energy above the lowest of the compared OMol25 structures with the same formula, charge and spin = 0.906 eV
strongest force on any atom = 0.0213 hartree/bohr
gap between HOMO and LUMO = 6.81 eV
electronic energy = -1662.93699 a.u.
E_HOMO = -7.5 eV

=====

3.
Computed, not measured: a molecular structure, C29H29N3PdSi at a distorted geometry, with ωB97M-V/def2-TZVPD.

```
63
Properties=species:S:1:pos:R:3:forces:R:3
C 0.75138 1.62654 0.30530 0.28 0.73 -0.66
C 1.06272 2.42401 -0.84369 -0.34 0.37 0.39
C -0.14264 2.57476 -1.62124 -0.16 -0.18 0.06
H 2.01432 2.89254 -1.07310 -0.18 -0.11 0.12
C -1.16512 1.78416 -0.98421 0.09 -0.18 -0.14
C -0.61726 1.25877 0.22834 -0.80 0.53 -0.36
H -1.18616 0.72504 0.98020 0.25 0.05 -0.17
H 1.43754 1.40161 1.11816 -0.16 -0.11 -0.27
H -0.27776 3.19400 -2.50751 0.08 -0.15 0.35
H -2.18764 1.65974 -1.34194 0.33 0.22 0.31
Pd 0.49147 0.47338 -1.88913 0.57 -0.40 2.93
C -2.50771 -3.54164 -1.77693 -0.36 0.11 0.55
H -2.26442 -2.60485 -1.24683 -0.18 -0.35 -0.17
H -2.56304 -4.37190 -1.05430 0.04 0.39 -0.30
H -3.46617 -3.45025 -2.29871 0.20 0.04 0.19
Si 0.51876 0.45753 -4.10005 0.48 -0.05 -3.36
C 1.80127 -0.44493 -5.09672 0.05 0.01 0.65
C 2.90149 0.25712 -5.61703 0.33 -0.23 -0.08
H 2.99178 1.32500 -5.40524 0.17 -0.27 -0.12
C 3.85130 -0.40069 -6.40627 -0.11 0.35 0.12
H 4.71373 0.15712 -6.78371 -0.35 -0.24 0.08
C 3.69291 -1.75711 -6.71594 -0.29 0.10 0.11
H 4.43079 -2.26164 -7.34900 -0.34 0.19 0.28
C 2.57891 -2.45318 -6.22757 -0.15 0.12 0.22
H 2.42573 -3.49713 -6.50233 0.09 0.26 0.16
C 1.65799 -1.81097 -5.38662 0.24 -0.27 -0.42
H 0.81269 -2.36303 -4.96687 0.25 0.05 -0.24
C -1.01783 0.53780 -5.11610 -0.19 -0.34 0.90
C -0.90196 0.56953 -6.51892 -0.30 -0.08 -0.52
H 0.04865 0.31363 -6.99145 -0.34 0.10 0.09
C -2.00469 0.93988 -7.29424 0.44 -0.16 0.14
H -1.91238 0.95709 -8.38014 -0.05 0.05 0.30
C -3.21592 1.26366 -6.67854 0.28 -0.01 -0.12
H -4.07149 1.55088 -7.28771 0.18 -0.06 0.17
C -3.32883 1.21384 -5.28805 0.20 -0.31 0.87
H -4.27095 1.46940 -4.80632 0.16 -0.07 -0.17
C -2.24337 0.80954 -4.49936 -0.98 0.46 -0.58
H -2.34214 0.71224 -3.41252 -0.07 0.13 -0.48
H 0.88735 1.89700 -4.06193 0.36 0.38 0.31
H -1.73507 -3.74089 -2.49874 0.33 -0.15 -0.28
C -1.28925 -2.33994 3.90151 0.11 -0.07 0.06
C -2.09772 -1.89281 2.84196 0.16 0.17 -0.36
C -1.52845 -1.58476 1.60823 0.06 0.06 0.15
C -0.13376 -1.74365 1.41958 -0.24 0.65 -0.49
C 0.65336 -2.26106 2.46597 0.03 0.06 0.91
C 0.08693 -2.54078 3.70775 0.12 0.23 -0.59
N 0.49280 -1.37634 0.21373 -0.89 -1.55 1.53
N 1.68249 -1.88845 0.15710 1.29 0.72 -2.23
C 2.68087 -1.32184 -0.60258 0.03 -0.51 0.76
C 3.96043 -1.90484 -0.44555 -0.42 0.14 -0.24
C 5.00636 -1.43804 -1.21142 -0.08 -0.08 -0.05
C 4.77974 -0.34944 -2.06581 -0.17 0.45 0.03
C 3.52056 0.23799 -2.09974 0.52 -0.41 -0.51
N 2.47228 -0.29061 -1.45575 -0.50 -0.03 0.08
H -1.73167 -2.53596 4.88282 0.13 0.02 -0.43
H -3.17319 -1.76988 2.98935 0.39 -0.05 -0.05
H -2.11323 -1.19976 0.77133 -0.05 -0.26 0.30
H 1.71909 -2.39525 2.27649 -0.36 -0.16 0.24
H 0.73855 -2.90121 4.50517 -0.36 0.06 -0.16
H 4.01106 -2.72620 0.26116 0.29 0.06 -0.19
H 5.98300 -1.91625 -1.16520 -0.20 0.16 0.02
H 5.55666 0.05438 -2.71055 -0.07 -0.07 0.29
H 3.31905 1.12808 -2.70669 0.14 -0.50 0.11
```
Forces are in eV/Å.

Summary:
energy above the lowest of the compared OMol25 structures with the same formula, charge and spin = 0.000 eV
strongest force on any atom = 0.0660 hartree/bohr
charge = +2
gap between HOMO and LUMO (alpha / beta) = 5.39 / 4.18 eV
2S+1 = 5
electronic energy = -1703.32972 a.u.
⟨S²⟩ = 6.095
E_HOMO (alpha / beta) = -12.9 / -14.3 eV

=====

Q: What is the energy above the lowest of the compared OMol25 structures with the same formula, charge and spin in the second record?
A: 0.906 eV